{"formula": "C44H62BN10ORbS2", "method": "ωB97M-V with the def2-TZVPD basis set", "species": ["Rb", "C", "C", "C", "C", "C", "C", "C", "C", "C", "C", "C", "C", "C", "C", "C", "C", "N", "C", "C", "C", "N", "C", "C", "C", "N", "C", "C", "C", "C", "C", "C", "C", "C", "C", "C", "C", "C", "N", "C", "C", "H", "H", "H", "H", "H", "H", "H", "H", "H", "H", "H", "H", "H", "H", "H", "H", "H", "H", "H", "H", "H", "H", "H", "H", "H", "H", "H", "H", "H", "H", "H", "H", "H", "H", "H", "H", "H", "H", "H", "H", "H", "H", "H", "H", "C", "N", "C", "C", "N", "B", "N", "C", "C", "N", "C", "C", "S", "C", "S", "H", "H", "H", "H", "H", "H", "H", "H", "H", "H", "H", "H", "O", "H", "H", "N", "N", "H", "H", "H", "H"], "xyz": [[15.0252, 15.2592, 14.4492], [12.3295, 15.5474, 7.6606], [12.1756, 16.5809, 8.7449], [12.2015, 16.0175, 10.1620], [11.1726, 15.6714, 11.0294], [9.7071, 15.9086, 10.8906], [9.0992, 17.0483, 11.6986], [11.7540, 14.9438, 12.1140], [10.9661, 14.3755, 13.1652], [11.4149, 13.4603, 14.1256], [10.4906, 12.5149, 14.8546], [8.9688, 12.5278, 14.6310], [8.5534, 11.7625, 13.3483], [11.3084, 11.7036, 15.5551], [12.7042, 12.1570, 15.1760], [13.8309, 11.5751, 15.6164], [15.2043, 11.6886, 15.0424], [15.4678, 12.3117, 13.9293], [16.8664, 12.1277, 13.7807], [17.6132, 12.7350, 12.7730], [17.2433, 13.6384, 11.7299], [16.0504, 14.3238, 11.8384], [15.8643, 14.8002, 10.5735], [14.6656, 15.5262, 10.2346], [13.3889, 15.4244, 10.7897], [13.0865, 14.8233, 12.0059], [16.9143, 14.4207, 9.6624], [17.8136, 13.6715, 10.4194], [18.9329, 12.8246, 9.8798], [18.6014, 11.3463, 9.6416], [16.9178, 14.5671, 8.1708], [16.2183, 13.3873, 7.3558], [17.3419, 11.3263, 14.8916], [16.3142, 11.0974, 15.7038], [16.2833, 10.3355, 17.0044], [15.5968, 8.9845, 16.9951], [18.8226, 11.0662, 14.9421], [19.5474, 12.3217, 15.2966], [12.6991, 13.2562, 14.3372], [11.0008, 10.5138, 16.4344], [10.9378, 10.8893, 17.9097], [12.5540, 16.2044, 6.8024], [11.3565, 15.0409, 7.5442], [13.1990, 14.8752, 7.7572], [11.2252, 17.0567, 8.6609], [12.8668, 17.4285, 8.6797], [9.1784, 14.9621, 11.0696], [9.6083, 16.2149, 9.8641], [9.1399, 17.0385, 12.8194], [8.0585, 17.1824, 11.4134], [9.5660, 18.0218, 11.4698], [9.8907, 14.5712, 13.2449], [8.6433, 13.5637, 14.6705], [8.5803, 12.1435, 15.5567], [9.1839, 12.0129, 12.5356], [7.5613, 12.0802, 13.0670], [8.7236, 10.6924, 13.5371], [13.7961, 10.8944, 16.4414], [18.6645, 12.5063, 12.8340], [14.6838, 16.1502, 9.3299], [19.8440, 12.9257, 10.4852], [19.2234, 13.2510, 8.8957], [17.7949, 11.0073, 10.2673], [19.4483, 10.7364, 9.7512], [18.3171, 11.2131, 8.5957], [18.0055, 14.6072, 7.9937], [16.4747, 15.5060, 7.9123], [16.9149, 12.5561, 7.3773], [16.1752, 13.6976, 6.2669], [15.3229, 13.1722, 7.7946], [15.8693, 10.9984, 17.7737], [17.4075, 10.2299, 17.2759], [14.5668, 9.1705, 16.7995], [15.6670, 8.4183, 17.9377], [16.0013, 8.3688, 16.1947], [19.0822, 10.6228, 14.0221], [19.0174, 10.3610, 15.7413], [19.4525, 12.9859, 14.4601], [20.5760, 12.1069, 15.5242], [19.0463, 12.8103, 16.1378], [11.7468, 9.7316, 16.3484], [9.9715, 10.1581, 16.2119], [11.9228, 11.2060, 18.3012], [10.7246, 9.9882, 18.5164], [10.1939, 11.6550, 18.0070], [17.0395, 20.7474, 15.2496], [17.8966, 19.7870, 15.8948], [19.1178, 20.0539, 16.4767], [19.5464, 18.9176, 17.0284], [18.5252, 18.0119, 16.8805], [18.6088, 16.5524, 17.4123], [17.5430, 16.4458, 18.6183], [17.5258, 17.2690, 19.6967], [16.3866, 17.0234, 20.3939], [15.7613, 15.9507, 19.7638], [14.5230, 15.3767, 20.1360], [16.4878, 15.5746, 18.6817], [16.1408, 14.2310, 17.7351], [17.4935, 18.5694, 16.2536], [15.9403, 18.0247, 16.0104], [16.3700, 21.2384, 15.9625], [16.4039, 20.2843, 14.4789], [17.6847, 21.5101, 14.7787], [19.6424, 20.9925, 16.3690], [20.4135, 18.5458, 17.5090], [19.7708, 16.4707, 17.7695], [18.2307, 15.8181, 16.5584], [18.2709, 18.0824, 19.7541], [15.9838, 17.6036, 21.1531], [14.3971, 15.2495, 21.2342], [14.3723, 14.3938, 19.7718], [13.7089, 16.0080, 19.7940], [12.4526, 14.0352, 17.9121], [13.4100, 14.1209, 17.7892], [12.1055, 13.3376, 17.3213], [14.1984, 19.7940, 13.0166], [13.6787, 19.0580, 11.9060], [14.4476, 19.1496, 13.7638], [13.3712, 20.3394, 13.3057], [13.0747, 18.2856, 12.1970], [14.4898, 18.6946, 11.3580]], "largest_force_ev_per_a": 4.7, "de_lowest_kj_mol": 279.6, "total_charge": -2, "e_lumo_ev": 3.85, "molar_mass_g_mol": 907.5, "gap_ev": 4.70}

{"formula": "C44H63ClI2N4O26PS", "method": "ωB97M-V with the def2-TZVPD basis set", "species": ["C", "C", "C", "I", "N", "C", "N", "P", "N", "N", "C", "I", "C", "C", "O", "Cl", "C", "C", "C", "C", "C", "O", "O", "C", "C", "C", "C", "C", "C", "C", "C", "C", "C", "C", "S", "O", "O", "H", "H", "H", "H", "H", "H", "H", "H", "H", "H", "H", "H", "H", "H", "H", "H", "H", "H", "H", "H", "H", "H", "H", "H", "H", "H", "H", "H", "H", "H", "H", "H", "H", "H", "H", "C", "C", "O", "C", "O", "O", "H", "H", "H", "H", "C", "C", "O", "C", "O", "O", "H", "H", "H", "H", "C", "C", "O", "C", "O", "O", "H", "H", "H", "H", "C", "C", "O", "C", "O", "O", "H", "H", "H", "H", "C", "C", "O", "C", "O", "O", "H", "H", "H", "H", "C", "C", "O", "C", "O", "O", "H", "H", "H", "H", "C", "C", "O", "C", "O", "O", "H", "H", "H", "H"], "xyz": [[9.6475, -0.0852, -1.8360], [8.1007, 0.3516, -1.4973], [7.3924, 1.1309, -2.8010], [8.4181, 0.5531, -4.7022], [5.9465, 1.2132, -2.8143], [5.2320, 2.2572, -3.5761], [5.2425, 3.6334, -3.3872], [6.1962, 4.3675, -2.0948], [5.2886, 5.4579, -1.2990], [4.2205, 1.7969, -4.6128], [3.0460, 1.1621, -3.8195], [1.7956, 2.9848, -3.4649], [2.2807, 0.2983, -4.9627], [0.7999, -0.2737, -4.6850], [-0.2547, 0.2979, -4.1103], [0.4562, -2.0245, -5.3241], [3.5096, 0.3962, -2.4582], [3.3476, 1.2982, -1.0567], [3.9091, 0.5484, 0.2887], [3.6121, 1.5489, 1.5907], [3.0175, 0.5840, 2.8025], [1.8572, 0.9693, 3.3725], [3.6793, -0.6568, 3.2630], [2.7518, -1.0090, -2.0993], [1.3033, -0.8949, -1.3509], [0.3240, -2.2310, -1.5830], [-1.2261, -1.6435, -1.4540], [-2.3463, -1.7469, -2.6472], [-3.8160, -1.0670, -2.3706], [-4.1350, -0.2875, -0.9304], [-3.0232, -0.1994, 0.2785], [-1.5572, -0.8837, -0.0011], [5.1180, -0.0331, -2.7203], [5.3156, -1.1494, -3.8959], [6.5819, -2.5115, -3.4874], [7.4119, -2.9001, -4.7596], [5.7682, -3.8020, -3.0838], [9.7317, -1.0865, -2.4601], [10.1523, -0.3369, -0.7838], [10.3032, 0.7928, -2.2836], [7.4659, -0.5232, -1.0705], [8.1768, 1.1612, -0.6229], [7.8771, 2.2185, -2.6809], [4.6337, 4.2758, -3.9760], [6.6181, 3.2879, -1.1942], [7.3440, 5.0871, -2.6350], [4.3254, 5.5319, -1.7158], [4.6053, 1.1354, -5.3067], [2.1904, 1.0231, -5.9107], [2.9619, -0.5952, -5.3677], [3.9595, 2.3223, -1.1196], [2.2510, 1.6165, -0.8191], [5.0912, 0.4466, 0.2154], [3.4008, -0.4688, 0.5519], [2.8614, 2.3820, 1.2495], [4.6401, 2.0295, 1.8890], [4.3040, -1.0265, 2.5723], [3.4653, -1.6401, -1.3819], [2.5394, -1.7080, -3.0440], [1.3708, -0.7915, -0.1638], [0.6927, 0.0723, -1.6930], [0.4854, -3.0021, -0.6918], [0.5356, -2.7842, -2.5914], [-2.0586, -2.2783, -3.6544], [-4.6051, -1.1234, -3.2337], [-5.1796, 0.2138, -0.7514], [-3.1763, 0.3450, 1.3155], [-0.7023, -0.8301, 0.8303], [5.4035, -0.6113, -1.7147], [4.3609, -1.7664, -4.1935], [5.6907, -0.7064, -4.9399], [7.4940, -2.1698, -2.4898], [-3.8672, -4.6647, -4.9486], [-5.2758, -5.1633, -4.9660], [-6.0345, -4.0053, -4.6734], [-5.2725, -2.9307, -5.0314], [-5.6794, -1.7816, -5.0743], [-3.9969, -3.3097, -5.3359], [-3.2246, -5.2077, -5.6471], [-3.4213, -4.7056, -3.9493], [-5.5732, -5.5419, -5.9496], [-5.4511, -5.9413, -4.2178], [-1.5071, -9.4517, -4.2530], [-2.8863, -9.5651, -4.8169], [-3.5890, -8.5207, -4.1707], [-2.6606, -7.5973, -3.7846], [-2.9301, -6.4899, -3.3500], [-1.3922, -8.0742, -3.9492], [-0.7384, -9.7563, -4.9685], [-1.3836, -10.0286, -3.3305], [-2.9115, -9.3924, -5.8980], [-3.3458, -10.5335, -4.6009], [-10.1727, -2.8664, -3.2476], [-8.9015, -2.1484, -2.9287], [-8.7998, -2.2754, -1.5231], [-9.5285, -3.3746, -1.1702], [-9.5230, -3.8767, -0.0587], [-10.2629, -3.8387, -2.2232], [-10.1468, -3.3417, -4.2320], [-11.0484, -2.2114, -3.1914], [-8.0277, -2.6201, -3.3906], [-8.9335, -1.0955, -3.2218], [0.7904, 1.0346, 7.3413], [-0.0612, 0.6991, 6.1600], [-1.3542, 0.5648, 6.7187], [-1.3632, 1.2874, 7.8769], [-2.3648, 1.5309, 8.5290], [-0.1060, 1.7025, 8.2092], [1.6307, 1.6829, 7.0781], [1.1738, 0.1425, 7.8474], [-0.0791, 1.5023, 5.4158], [0.2496, -0.2295, 5.6734], [-1.1756, 3.1458, 11.7979], [-1.1105, 3.6746, 10.4018], [-1.2337, 5.0732, 10.5775], [-0.8244, 5.3510, 11.8498], [-0.6397, 6.4758, 12.2838], [-0.6478, 4.2063, 12.5723], [-0.5804, 2.2377, 11.9274], [-2.2024, 2.9479, 12.1228], [-0.1511, 3.4619, 9.9184], [-1.9183, 3.2899, 9.7731], [0.1758, 3.8053, 3.8272], [0.0654, 5.0497, 3.0072], [-1.0328, 4.7822, 2.1560], [-1.7958, 3.8362, 2.7779], [-2.9062, 3.4941, 2.4071], [-1.1545, 3.3241, 3.8688], [0.5482, 4.0031, 4.8360], [0.8108, 3.0484, 3.3551], [-0.1644, 5.9316, 3.6145], [0.9695, 5.2454, 2.4241], [-5.6463, 4.5027, 4.5566], [-5.4264, 5.2662, 3.2910], [-6.7321, 5.4052, 2.7637], [-7.5978, 5.2955, 3.8135], [-8.7923, 5.5339, 3.7491], [-6.9526, 4.8852, 4.9444], [-4.9201, 4.7630, 5.3314], [-5.6272, 3.4191, 4.4001], [-5.0096, 6.2628, 3.4709], [-4.7797, 4.7318, 2.5896]], "largest_force_ev_per_a": 9.4, "total_charge": 1, "e_lumo_ev": -5.68, "molar_mass_g_mol": 1416.3, "gap_ev": 4.01}

{"formula": "C44H64N3O5SZr", "method": "ωB97M-V with the def2-TZVPD basis set", "species": ["Zr", "C", "N", "C", "C", "C", "N", "C", "C", "C", "C", "C", "C", "C", "O", "C", "C", "C", "C", "C", "C", "C", "C", "C", "C", "C", "C", "C", "C", "C", "O", "C", "C", "C", "C", "C", "C", "C", "C", "H", "H", "H", "H", "H", "H", "H", "H", "H", "H", "H", "H", "H", "H", "H", "H", "H", "H", "H", "H", "H", "H", "H", "H", "H", "H", "H", "H", "H", "H", "H", "H", "H", "H", "H", "H", "H", "H", "H", "H", "H", "H", "H", "H", "H", "H", "H", "H", "H", "H", "H", "H", "H", "H", "C", "S", "C", "O", "H", "H", "H", "H", "H", "H", "O", "C", "N", "C", "O", "C", "C", "C", "C", "C", "C", "H", "H", "H", "H"], "xyz": [[0.1902, 0.6242, -0.0591], [-2.9846, -0.2836, 0.0124], [-1.7933, -0.9660, -0.5431], [-2.1059, -1.3332, -1.9420], [-1.5767, -2.2319, 0.1947], [-0.7624, -2.0261, 1.4405], [0.5359, -1.3723, 1.1460], [1.1800, -1.0776, 2.4535], [0.5505, -0.0082, 3.3376], [1.0127, 0.0128, 4.6471], [0.6277, 0.9982, 5.5486], [-0.2683, 1.9584, 5.0864], [-0.7783, 1.9769, 3.7865], [-0.3488, 0.9756, 2.9184], [-0.7811, 0.9334, 1.6291], [-1.7533, 3.0629, 3.3296], [-1.0941, 3.9351, 2.2518], [-2.1636, 3.9841, 4.4831], [-3.0409, 2.4325, 2.7781], [1.1800, 0.9890, 6.9740], [0.7722, -0.3148, 7.6698], [0.6589, 2.1626, 7.8018], [2.7099, 1.0779, 6.9182], [1.4221, -2.2888, 0.3532], [2.8176, -1.7711, 0.1430], [3.9220, -2.4691, 0.6062], [5.2098, -2.0141, 0.3325], [5.3217, -0.8664, -0.4472], [4.2428, -0.1240, -0.9359], [2.9810, -0.5949, -0.5889], [1.8309, 0.0288, -0.9281], [4.5323, 1.0422, -1.8898], [5.6091, 1.9643, -1.3044], [3.3244, 1.9213, -2.2293], [5.0538, 0.4339, -3.2019], [6.4702, -2.7240, 0.8232], [6.1369, -3.9727, 1.6369], [7.2740, -1.7649, 1.7098], [7.3247, -3.1442, -0.3796], [-3.8734, -0.9000, -0.1595], [-3.1179, 0.6770, -0.4870], [-2.8593, -0.1042, 1.0753], [-2.8998, -2.0879, -1.9436], [-1.2209, -1.7256, -2.4387], [-2.4586, -0.4601, -2.4837], [-1.0763, -2.9281, -0.4791], [-2.5401, -2.6850, 0.4559], [-0.5734, -2.9954, 1.9184], [-1.2926, -1.3986, 2.1558], [2.2153, -0.8123, 2.2420], [1.2014, -2.0115, 3.0295], [1.7018, -0.7662, 4.9605], [-0.5890, 2.7281, 5.7681], [-0.3562, 4.6042, 2.7038], [-1.8462, 4.5585, 1.7642], [-0.6025, 3.3447, 1.4757], [-1.3100, 4.5017, 4.9236], [-2.6905, 3.4495, 5.2755], [-2.8387, 4.7485, 4.0962], [-2.8843, 1.9720, 1.8063], [-3.8020, 3.2066, 2.6647], [-3.4331, 1.6759, 3.4614], [-0.3137, -0.4135, 7.7084], [1.1505, -0.3319, 8.6931], [1.1701, -1.1907, 7.1548], [-0.4265, 2.1358, 7.9101], [0.9353, 3.1239, 7.3641], [1.0878, 2.1211, 8.8036], [3.1463, 0.2402, 6.3713], [3.1324, 1.0676, 7.9243], [3.0258, 2.0044, 6.4324], [0.9572, -2.4267, -0.6254], [1.4551, -3.2622, 0.8561], [3.7626, -3.3745, 1.1776], [6.3186, -0.5314, -0.7055], [5.2236, 2.5213, -0.4449], [5.9093, 2.6935, -2.0587], [6.5087, 1.4370, -0.9892], [2.8553, 2.3447, -1.3373], [2.5642, 1.3825, -2.7921], [3.6771, 2.7535, -2.8430], [5.9843, -0.1148, -3.0492], [5.2438, 1.2256, -3.9287], [4.3226, -0.2540, -3.6290], [5.5490, -3.7382, 2.5269], [7.0620, -4.4440, 1.9706], [5.5885, -4.7100, 1.0479], [6.6972, -1.4731, 2.5907], [7.5545, -0.8574, 1.1734], [8.1917, -2.2456, 2.0525], [6.7625, -3.7979, -1.0481], [8.2105, -3.6846, -0.0421], [7.6647, -2.2844, -0.9581], [2.4629, 3.3407, 2.9872], [2.9901, 2.4360, 1.5622], [3.9630, 1.1986, 2.3707], [1.7131, 1.7450, 1.1098], [3.3576, 3.6943, 3.5001], [1.8748, 2.6710, 3.6199], [1.8659, 4.1842, 2.6485], [4.8572, 1.7024, 2.7390], [4.2454, 0.4501, 1.6309], [3.3866, 0.7765, 3.1952], [0.1214, -0.4234, -4.2370], [-0.2579, 0.5793, -3.7032], [-0.2965, 0.8201, -2.3082], [-0.7517, 2.0437, -2.1119], [-0.7741, 2.4666, -0.9115], [-1.1203, 2.7320, -3.3635], [-1.6620, 3.9702, -3.6291], [-1.8918, 4.2763, -4.9699], [-1.5818, 3.3669, -5.9786], [-1.0316, 2.1178, -5.6886], [-0.8104, 1.8239, -4.3627], [-1.8972, 4.6709, -2.8401], [-2.3183, 5.2344, -5.2332], [-1.7738, 3.6374, -7.0079], [-0.7869, 1.4096, -6.4686]], "largest_force_ev_per_a": 0.9, "de_lowest_kj_mol": 0.0, "total_charge": 1, "e_lumo_ev": -2.65, "molar_mass_g_mol": 838.3, "gap_ev": 7.91}